Below is a molecular structure, C27H30N6O5S6Ti, with properties calculated with the ωB97M-V functional and the def2-TZVPD basis.

Output
E (Eh): -4990.3956

Element x y z (Å)
Ti -1.24344 -0.35998 0.95652
C 3.12188 0.68991 0.09635
C 1.65249 0.45174 -0.10055
N 0.86893 0.22650 0.89347
N 1.40603 0.30587 2.18812
C 0.62953 1.05668 2.89643
S -0.82945 1.77276 2.30668
S 1.12336 1.32569 4.59080
C 2.47753 2.50934 4.27445
C 2.06700 3.64064 3.37970
C 1.20409 4.63453 3.83010
C 0.79466 5.64677 2.97932
C 1.23822 5.67509 1.66337
C 2.09660 4.68835 1.20601
C 2.50799 3.67672 2.06256
C 1.10198 0.56781 -1.45763
C 1.95364 0.75964 -2.55661
C 1.45899 1.07293 -3.80512
C 0.08452 1.24008 -3.97710
C -0.78107 1.04082 -2.92532
C -0.28636 0.65645 -1.67354
O -1.15407 0.44131 -0.70199
H 3.37813 0.66463 1.14949
H 3.69093 -0.08546 -0.42186
H 3.41021 1.64965 -0.33287
H 2.75942 2.86246 5.26745
H 3.32635 1.97240 3.85265
H 0.83643 4.59859 4.84880
H 0.11993 6.41287 3.33832
H 0.91126 6.46251 0.99711
H 2.44199 4.70121 0.17996
H 3.17199 2.89875 1.70422
H 3.02381 0.67775 -2.42345
H 2.13714 1.21633 -4.63565
H -0.30737 1.52714 -4.94498
H -1.85228 1.14174 -3.03164
O -4.49660 -1.35384 -0.24910
S -3.70475 -1.32287 0.93320
O -4.27088 -1.81881 2.15147
O -3.11394 0.10819 1.17143
O -2.30223 -1.96153 0.69416
C -3.01964 0.39502 4.24622
C -2.10494 -0.77699 4.16930
N -1.31201 -1.13494 3.18531
C -0.62049 -2.28549 3.48882
C -0.85701 -2.78980 4.72588
S -2.00392 -1.81793 5.52470
C 0.23925 -2.89199 2.48213
C 0.98415 -4.01174 2.67269
S 1.78800 -4.41527 1.22723
C 1.08427 -3.06358 0.44338
N 0.30644 -2.35230 1.21619
C 1.39006 -2.81493 -0.98878
H -3.42260 0.63049 3.26752
H -2.47082 1.26230 4.61447
H -3.83848 0.16908 4.92848
H -0.43923 -3.67265 5.17607
H 1.08967 -4.59476 3.57011
H 2.23673 -3.42233 -1.30698
H 1.62480 -1.76840 -1.15743
H 0.51540 -3.04818 -1.60148
C -0.02203 -2.08789 -6.07575
N -0.47854 -1.91140 -4.71003
C -1.65589 -2.27471 -4.14798
S -1.77551 -2.52050 -2.49282
N -2.75487 -2.40484 -4.91751
C -2.98413 -1.98413 -6.28535
H 1.05277 -2.25997 -6.05186
H -0.20617 -1.21632 -6.70710
H -0.48196 -2.96182 -6.53424
H 0.22520 -1.71920 -4.01760
H -3.54450 -2.75007 -4.39740
H -2.40256 -1.09547 -6.52014
H -4.03487 -1.71755 -6.38432
H -2.75913 -2.76311 -7.01647

Mulliken population analysis, charges in e, atoms 1 to 4: Ti 0.36; C -2.42; C 0.69; N 1.57

---

Below is a molecular structure, C27H31AsN8O3Sr at a distorted geometry, with properties calculated with the ωB97M-V functional and the def2-TZVPD basis.

Output
Relative energy (zero: lowest compared OMol25 entry of this formula, charge and spin) (kcal/mol): 129.3

Element x y z (Å)
Sr -0.52050 0.52110 -0.60020
O -0.08110 1.55260 1.15320
C 0.81730 1.83380 2.07480
C 1.47200 3.08460 2.14370
C 2.51600 3.31740 3.01700
C 2.96130 2.30970 3.86370
C 2.30220 1.09110 3.87390
C 1.20880 0.85360 3.04230
C 0.42120 -0.38960 3.16610
N -0.83340 -0.50950 3.30940
C -1.67950 0.65950 3.39600
C -2.78030 0.62680 2.29520
N -2.35400 -0.25690 1.22500
C -2.91790 -1.41040 1.22190
C -2.60460 -2.49410 0.33860
C -3.51980 -3.54600 0.17120
C -3.28270 -4.58620 -0.69750
C -2.07990 -4.62010 -1.40410
C -1.13970 -3.63520 -1.22660
C -1.35090 -2.52590 -0.36570
O -0.45700 -1.59980 -0.23400
H 1.12640 3.85850 1.47380
H 2.98760 4.29040 3.04500
H 3.79630 2.48690 4.52440
H 2.61550 0.32130 4.56570
H 0.98130 -1.31510 3.30550
H -1.11910 1.59680 3.30870
H -2.16020 0.58940 4.37900
H -2.87180 1.62780 1.87000
H -3.71940 0.26110 2.73860
H -3.73170 -1.62240 1.94230
H -4.44880 -3.52000 0.72380
H -4.00730 -5.37550 -0.83010
H -1.88490 -5.43140 -2.09260
H -0.20560 -3.67170 -1.77100
N 2.51270 -1.21230 0.87130
C 3.11140 -0.08000 0.49380
N 4.41040 0.09460 0.73120
C 4.92140 1.23820 0.27740
N 6.23520 1.45580 0.48160
N 4.24790 2.16960 -0.40470
C 2.95810 1.89980 -0.58980
N 2.35520 0.81130 -0.16830
C 2.17110 2.95310 -1.25750
C 2.77080 4.19880 -1.43020
C 2.02200 5.24500 -1.93580
C 0.69120 5.02240 -2.24300
C 0.18860 3.74980 -2.04110
N 0.89870 2.73510 -1.58890
H 3.01010 -1.81140 1.50890
H 1.49330 -1.22190 0.82280
H 6.71870 0.84240 1.11380
H 6.59730 2.37630 0.30640
H 3.79840 4.32080 -1.13030
H 2.45960 6.22330 -2.06740
H 0.05170 5.81140 -2.60840
H -0.86060 3.55130 -2.23080
C -1.77720 -0.39980 -3.84390
As -0.80080 1.07640 -3.12140
C -0.28890 2.15850 -4.55970
C 0.66140 0.11190 -2.43420
O -1.71960 1.58990 -1.86540
H -1.14430 -0.92850 -4.56180
H -2.68670 -0.06800 -4.34460
H -2.06150 -1.11270 -3.05250
H -0.09730 1.45750 -5.37320
H 0.62190 2.73080 -4.37450
H -1.08650 2.83920 -4.84520
H 1.41810 -0.05180 -3.21050
H 0.28640 -0.85760 -2.10490
H 1.11380 0.64060 -1.62550

Mulliken population analysis, charges in e, atoms 1 to 4: Sr 3.29; O -1.33; C 0.04; C -0.52

---

Below is a molecular structure, C27H31AuNO4P2S at a distorted geometry, with properties calculated with the ωB97M-V functional and the def2-TZVPD basis.

Output
Multiplicity: 3
Charge: +1
E (Eh): -2619.4516

Element x y z (Å)
C -1.81547 2.72649 -3.97673
C -1.58279 1.45108 -3.48343
C -0.28400 1.17203 -2.95758
C 0.61061 2.21011 -2.60080
C 0.30507 3.50141 -3.04687
C -0.86250 3.73939 -3.77718
C 1.79704 1.85598 -1.76289
C 2.21364 0.43592 -1.91414
C 1.26011 -0.50765 -2.34943
C 1.50832 -1.91179 -2.26412
C 2.81384 -2.32582 -2.03177
C 3.79764 -1.38445 -1.68108
C 3.47887 -0.03539 -1.55827
H -2.75420 2.93577 -4.49517
H 1.01935 4.30365 -2.85247
H -1.06601 4.74480 -4.15337
H 2.62515 2.55070 -1.90629
H 3.06831 -3.38638 -2.08117
H 4.81403 -1.71001 -1.46244
H 4.22490 0.68736 -1.23982
N 0.04332 -0.13509 -2.81822
Au 1.54914 2.22480 1.32633
C -2.56799 0.30961 -3.45132
H -2.25599 -0.49321 -4.13450
H -3.56956 0.65671 -3.71037
C 0.28732 -2.80313 -2.39900
H -0.09674 -2.76724 -3.42959
H 0.53319 -3.83694 -2.13729
P -2.68937 -0.49144 -1.78980
P -1.10078 -2.24311 -1.30707
C -0.26116 -1.70229 0.21594
H -0.98488 -1.61060 1.03332
H 0.48308 -2.47210 0.46797
H 0.25577 -0.74753 0.07475
C -1.90376 -3.75534 -0.71402
H -1.14549 -4.54744 -0.66798
H -2.30082 -3.57650 0.29227
H -2.71958 -4.06420 -1.37743
C -2.69660 0.92246 -0.65632
H -3.49104 1.61408 -0.96611
H -2.88171 0.61169 0.37604
H -1.74440 1.46443 -0.70754
C -4.34848 -1.17861 -1.66522
H -4.67550 -1.18350 -0.61961
H -5.02820 -0.55225 -2.25725
H -4.35570 -2.20128 -2.05481
C -0.26398 1.79783 1.68440
O -1.28692 1.37806 2.00759
H 1.51215 2.05262 -0.43345
C 1.37199 0.67987 7.01609
C 2.29223 0.85745 5.83361
C 2.67476 -0.24619 5.06721
C 3.42508 -0.08255 3.90532
C 3.80710 1.20718 3.52259
C 3.53830 2.30311 4.34018
C 2.78892 2.11989 5.49630
S 4.44061 1.48317 1.86467
O 5.78336 1.97326 1.99598
O 4.19984 0.22742 1.17744
O 3.55329 2.61371 1.29770
H 0.58140 -0.04399 6.78617
H 1.90803 0.31036 7.90194
H 0.89962 1.63486 7.28873
H 2.36295 -1.24589 5.38325
H 3.67424 -0.92816 3.27601
H 3.86965 3.29208 4.04440
H 2.56433 2.97014 6.14184

Mulliken population analysis, charges in e, atoms 1 to 4: C -0.88; C 0.75; C 0.04; C 0.10

---

Below is a molecular structure, C27H31Br57NO3S at a distorted geometry, with properties calculated with the ωB97M-V functional and the def2-TZVPD basis.

Output
Charge: +1
Relative energy (zero: lowest compared OMol25 entry of this formula, charge and spin) (kcal/mol): 0.0

Element x y z (Å)
O 4.32725 -0.78478 2.30578
S 2.92119 -0.57877 2.11402
O 2.59665 -0.44897 0.72506
O 2.16107 -1.81858 2.75739
C 2.49101 0.87517 3.06003
C 1.52757 1.81849 2.31576
C 0.12361 1.87264 2.98915
C -0.46969 0.47738 2.88838
C -1.02780 0.03813 1.70469
C -1.49616 -1.27560 1.64556
C -1.38694 -2.09334 2.76432
C -0.81071 -1.59918 3.91200
N -0.36293 -0.32963 3.96859
H 2.29750 -2.57266 2.14460
H 3.42845 1.40275 3.23690
H 2.12881 0.57215 4.04409
H 1.94153 2.81841 2.20262
H 1.33346 1.39270 1.32646
H 0.16632 2.18892 4.03566
H -0.53187 2.55044 2.43948
H -1.03860 0.71795 0.86167
H -1.90259 -1.61506 0.69724
H -1.71288 -3.12500 2.73516
H -0.65448 -2.20801 4.81784
H 0.09884 0.04853 4.78397
C -3.91185 -1.09184 -2.14658
Br -3.57383 0.29235 -0.84739
Br -2.56110 -2.47005 -2.13078
Br -5.67674 -1.82645 -1.94917
H -3.86946 -0.62622 -3.12302
C 0.14062 0.69416 -3.61398
Br -1.41106 0.83047 -4.74974
Br -0.07375 1.71021 -1.98595
Br 0.60501 -1.13624 -3.26388
H 0.96860 1.13789 -4.15120
C 4.15763 2.26386 -4.77996
Br 2.63895 2.30267 -5.97268
Br 3.82420 3.24486 -3.15785
Br 4.71772 0.46075 -4.41456
H 4.97337 2.75674 -5.29066
C 7.38410 -0.98403 3.72364
Br 8.85903 -1.77713 2.77677
Br 6.72210 -2.13921 5.11180
Br 7.82266 0.76847 4.39589
H 6.57927 -0.85759 3.01142
C -8.27796 0.72665 -4.39311
Br -6.40430 1.04951 -4.69817
Br -9.25063 2.36267 -4.09770
Br -9.05345 -0.31583 -5.80968
H -8.35524 0.14041 -3.48678
C 9.83123 1.79052 1.08548
Br 8.16966 2.75117 0.90723
Br 10.10213 0.56930 -0.37476
Br 11.32393 2.98484 1.30519
H 9.76103 1.19822 1.98870
C -4.47051 0.14345 5.22242
Br -5.27399 1.85930 5.54298
Br -5.76011 -1.16044 4.63973
Br -2.99666 0.27476 3.97543
H -4.06876 -0.20464 6.16407
C -10.32851 1.90415 -0.35522
Br -10.01528 3.29002 0.94336
Br -8.94740 0.55642 -0.29771
Br -12.08022 1.13300 -0.17835
H -10.27998 2.36730 -1.33099
C -8.66721 3.79790 5.90268
Br -7.68776 5.45406 6.05276
Br -10.09401 3.69155 7.18700
Br -9.27632 3.50456 4.10181
H -7.97482 2.99956 6.12984
C 10.00054 -5.77313 4.23686
Br 8.32406 -5.75771 3.28569
Br 9.89871 -4.77531 5.88083
Br 10.63173 -7.56459 4.52722
H 10.72852 -5.28003 3.60853
C -10.66538 1.36422 -8.85711
Br -10.26698 -0.08059 -10.06786
Br -9.80041 2.99973 -9.39035
Br -12.56244 1.59986 -8.62871
H -10.26090 1.09260 -7.89304
C 13.71285 -7.56743 1.42413
Br 12.85570 -5.88682 1.82200
Br 12.43333 -8.91006 0.91032
Br 15.10003 -7.35794 0.10909
H 14.18362 -7.90647 2.33604
C -0.94827 -5.18718 7.05120
Br -0.08481 -3.67866 6.18604
Br 0.08227 -5.82640 8.53612
Br -2.75529 -4.76166 7.54841
H -0.99198 -5.98137 6.31916
C 2.94855 7.59850 -4.08023
Br 1.63611 7.39971 -2.68320
Br 4.74056 7.63214 -3.37768
Br 2.74439 6.25096 -5.43882
H 2.77138 8.55567 -4.54963
C 1.84188 -4.50601 -0.46797
Br 3.45165 -4.02062 0.47577
Br 0.31529 -3.49545 0.13592
Br 2.06381 -4.33837 -2.36327
H 1.64499 -5.54549 -0.24565
C 10.41972 3.09304 -4.14494
Br 10.85680 4.47348 -2.87601
Br 11.83116 1.79316 -4.29940
Br 8.73390 2.26128 -3.72724
H 10.31323 3.56628 -5.11044
C -7.81945 -3.71721 -8.15948
Br -6.87976 -2.20832 -8.89857
Br -6.94532 -4.40326 -6.58498
Br -9.66856 -3.30271 -7.82043
H -7.79983 -4.50145 -8.90276
C 1.94092 -3.38362 -6.28224
Br 0.39518 -2.30142 -6.66057
Br 2.33406 -4.60313 -7.71708
Br 3.45464 -2.29070 -5.81096
H 1.70402 -3.98277 -5.41386
C -10.04325 8.72202 5.28101
Br -9.07274 10.38092 5.40434
Br -11.45810 8.62501 6.58197
Br -10.69375 8.40756 3.49574
H -9.34810 7.92820 5.50814

Mulliken population analysis, charges in e, atoms 1 to 4: O -0.57; S 1.02; O -0.46; O -0.03

---

Below is a molecular structure, C27H31ClN4OPtSSi, with properties calculated with the ωB97M-V functional and the def2-TZVPD basis.

Output
Multiplicity: 5
Charge: +2
E (Eh): -2608.4010

Element x y z (Å)
Pt 0.11294 -0.18520 0.17121
Cl -3.79201 5.58171 -1.65580
C -3.05997 4.07083 -1.49010
C -3.31985 3.06416 -2.43167
C -2.69767 1.86300 -2.24671
C -1.81462 1.61540 -1.15491
O -1.31073 0.42541 -1.11349
C -1.54926 2.66192 -0.17297
C -0.71952 2.54594 0.97870
N 0.05750 1.48390 1.27718
C 0.79538 1.38516 2.44920
C 0.85403 2.30607 3.47536
C 1.70798 2.08824 4.57858
C 2.49966 0.97850 4.67396
C 2.45736 0.00640 3.64402
C 3.23971 -1.16951 3.63507
C 3.14549 -2.05633 2.59678
C 2.25234 -1.78827 1.55178
N 1.51409 -0.69550 1.53609
C 1.59729 0.21671 2.55540
C -2.19496 3.86553 -0.38904
H -3.98668 3.24938 -3.26008
H -2.85485 1.04096 -2.93263
H -0.68156 3.39909 1.64042
H 0.25522 3.20471 3.45349
H 1.73268 2.83224 5.36335
H 3.15518 0.82795 5.52071
H 3.91712 -1.35928 4.45854
H 3.73745 -2.95937 2.56734
H 2.13108 -2.46974 0.72019
H -2.04971 4.68877 0.29771
C -2.43853 -1.04135 3.35109
C -2.25468 -1.99793 2.21985
C -3.02363 -3.19729 2.14412
C -2.84263 -4.07449 1.09199
C -1.90537 -3.78267 0.11548
C -1.16094 -2.58089 0.23688
N -1.36918 -1.72748 1.29866
N -0.25697 -2.11720 -0.61469
Si 0.27873 -2.97188 -2.15198
C 0.81659 -4.68847 -1.68341
C -1.16088 -2.91326 -3.31174
C 1.69542 -1.95809 -2.75100
H -2.05412 -1.48372 4.27297
H -3.49606 -0.83162 3.51162
H -1.90582 -0.11270 3.15619
H -3.75318 -3.40097 2.91651
H -3.43277 -4.97854 1.02817
H -1.75092 -4.44037 -0.72539
H -0.00753 -5.39867 -1.61515
H 1.35656 -4.70895 -0.73384
H 1.49706 -5.06904 -2.44892
H -2.01644 -3.49821 -2.97046
H -0.86007 -3.31318 -4.28361
H -1.49143 -1.88378 -3.46313
H 2.43476 -1.78537 -1.96512
H 1.33946 -0.99451 -3.11141
H 2.20078 -2.46034 -3.57860
C 2.70237 1.25020 -2.59749
S 1.73915 1.61458 -1.12126
C 3.09615 1.85515 0.03534
H 3.31856 0.36429 -2.47165
H 3.33243 2.11385 -2.80669
H 2.01537 1.11373 -3.42868
H 3.78451 2.57629 -0.40204
H 3.62134 0.92184 0.23399
H 2.69616 2.26817 0.95763

Mulliken population analysis, charges in e, atoms 1 to 4: Pt 0.38; Cl -0.10; C 0.40; C -0.81

---

Below is a molecular structure, C27H31F5Ge2ORhS3, with properties calculated with the ωB97M-V functional and the def2-TZVPD basis.

Output
Multiplicity: 2
Charge: +2
Relative energy (zero: lowest compared OMol25 entry of this formula, charge and spin) (kcal/mol): 24.3

Element x y z (Å)
Rh 0.18756 0.93151 0.89117
C 3.42998 0.31732 1.42755
C 3.00313 -0.21217 0.07002
S 1.27319 -0.73424 -0.10780
C 1.04472 -2.15344 1.00258
C 0.92472 -1.81208 2.47855
S -0.23737 -0.42332 2.73101
C 0.54584 0.55839 4.04276
C 1.98296 0.99478 3.78172
S 2.28619 1.58700 2.08101
H 4.40436 0.79316 1.32224
H 3.53225 -0.47921 2.16021
H 3.61838 -1.06077 -0.23587
H 3.09758 0.55600 -0.70008
H 1.86012 -2.85461 0.81907
H 0.12823 -2.61866 0.63235
H 1.88196 -1.55508 2.92304
H 0.52544 -2.67103 3.01751
H 0.46988 0.01082 4.98314
H -0.11349 1.42545 4.11982
H 2.69882 0.20347 3.99564
H 2.21945 1.82245 4.44950
C -3.71596 -1.68415 1.85461
Ge -3.93941 0.14933 1.23226
C -3.60863 1.42627 2.67139
C -5.55884 0.45743 0.21777
Ge -1.74380 0.54057 -0.52428
C -1.84486 -0.97358 -1.73951
C -0.86472 -1.10226 -2.73097
C -0.90773 -2.15546 -3.63325
C -1.92103 -3.10030 -3.54982
C -2.90071 -2.98027 -2.57477
C -2.86313 -1.92363 -1.67599
C -2.37994 2.18556 -1.33600
C -1.95454 2.45012 -2.64160
C -2.23319 3.67210 -3.23225
C -2.94489 4.63947 -2.53175
C -3.38031 4.38238 -1.23919
C -3.09116 3.16277 -0.64279
H -4.43603 -1.79792 2.67101
H -2.72280 -1.87163 2.25202
H -3.94723 -2.42010 1.08878
H -4.06113 0.99749 3.56942
H -4.07525 2.38861 2.47207
H -2.55084 1.58757 2.86623
H -6.36494 0.34738 0.95045
H -5.70316 -0.27552 -0.57282
H -5.59803 1.45895 -0.20372
H -0.07457 -0.36644 -2.82718
H -0.15508 -2.23263 -4.40688
H -1.95759 -3.91928 -4.25552
H -3.70211 -3.70523 -2.51920
H -3.66093 -1.83765 -0.94810
H -1.40591 1.70656 -3.20831
H -1.89728 3.86835 -4.24195
H -3.16576 5.59038 -2.99838
H -3.93904 5.13202 -0.69377
H -3.42142 2.99478 0.37499
F -0.61642 7.32871 -0.03633
C -0.30654 6.04988 -0.18676
C -0.70928 5.11839 0.75109
F -1.42489 5.46830 1.81371
C -0.35220 3.80174 0.55399
F -0.78095 2.85263 1.48797
C 0.38050 3.33480 -0.52806
O 0.63403 2.04040 -0.72407
C 0.77288 4.30151 -1.45486
F 1.45652 3.92406 -2.53056
C 0.43299 5.63214 -1.28676
F 0.80952 6.52249 -2.18805

Mulliken population analysis, charges in e, atoms 1 to 4: Rh 1.07; C -0.85; C -0.94; S 0.17